No. 1
DFT (wB97M-V/def2-TZVPD) results for C14H26N3PdSbSe as an isolated structure.

Geometry (Å):
Pd: 0.0000 0.0000 0.0000
C: -2.3721 -0.5018 -2.4514
C: -1.8934 -1.6896 -1.6804
C: -2.2832 -2.9571 -1.8292
C: -1.5823 -3.7390 -0.9054
C: -0.7766 -2.9354 -0.2084
C: 0.1613 -3.3273 0.8874
N: -0.9377 -1.6242 -0.6634
H: -3.1305 -0.7966 -3.2064
H: -1.5101 -0.0286 -2.9666
H: -2.8220 0.2321 -1.7505
H: -3.0152 -3.3123 -2.5427
H: -1.6731 -4.8093 -0.7738
H: 0.1187 -4.4204 1.0758
H: -0.1154 -2.7865 1.8166
H: 1.1965 -3.0472 0.6005
C: 1.6176 2.7059 -2.4647
N: 1.5121 1.3765 -3.0595
C: 1.1095 1.0932 -4.3150
C: 1.1497 -0.2766 -4.4857
N: 1.5770 -0.8354 -3.3352
C: 1.7634 -2.2618 -3.0839
C: 1.7917 0.1885 -2.4808
Se: 2.3595 0.0000 -0.8346
H: 1.3157 3.4860 -3.1959
H: 2.6667 2.8950 -2.1544
H: 0.9535 2.7728 -1.5775
H: 0.8087 1.8255 -5.0531
H: 0.8864 -0.8216 -5.3831
H: 1.5018 -2.8548 -3.9862
H: 1.1107 -2.5824 -2.2449
H: 2.8238 -2.4603 -2.8218
C: 0.0003 1.8261 3.8920
Sb: 0.0000 0.0000 2.7316
C: -1.5834 -0.9132 3.8888
C: 1.5836 -0.9134 3.8887
H: -0.0001 1.5831 4.9748
H: -0.9049 2.4180 3.6459
H: 0.9056 2.4179 3.6460
H: -1.3765 -0.7875 4.9716
H: -1.6403 -1.9942 3.6465
H: -2.5489 -0.4267 3.6392
H: 1.3757 -0.7877 4.9712
H: 2.5497 -0.4277 3.6392
H: 1.6392 -1.9948 3.6478
H: -0.7975 1.3813 -0.5642

## Properties
Spin multiplicity: 3
Expectation value of S²: 2.0064
E_tot in Ha: -3482.74570
LUMO level (alpha / beta) in eV: 0.5 / -1.0
Frontier orbital gap (alpha / beta) in eV: 7.387 / 5.877

***

No. 2
DFT (wB97M-V/def2-TZVPD) results for one molecule with the formula C20H20N2O3S.

Geometry (Å):
O: -1.2116 -1.7211 1.8279
C: -1.6077 -1.7068 0.6863
C: -0.7006 -2.1751 -0.4623
N: 0.6762 -2.0054 -0.0943
C: 1.2203 -0.8401 0.3964
C: 0.4156 0.3797 0.4932
O: -0.7030 0.4817 -0.0046
N: 0.9884 1.3870 1.1862
C: 0.4181 2.7058 1.2607
C: 1.1822 3.6837 0.3516
C: 1.1531 3.2655 -1.1312
C: 2.5620 2.7244 -1.3765
C: 3.3757 3.5445 -0.3778
O: 2.5480 3.6968 0.7571
C: 2.5593 -1.0505 0.7057
C: 2.8176 -2.3888 0.4048
S: 4.1040 -3.5448 0.4362
C: 3.0308 -4.7593 -0.1888
C: 1.7642 -4.3281 -0.4172
C: 1.6324 -2.9631 -0.0774
C: -2.9820 -1.3012 0.3203
C: -3.6700 -0.4809 1.2130
C: -4.9524 -0.0546 0.9287
C: -5.5701 -0.4577 -0.2442
C: -4.9001 -1.2875 -1.1289
C: -3.6104 -1.7046 -0.8555
H: -0.8821 -3.2383 -0.6456
H: -0.9261 -1.5980 -1.3632
H: 1.9345 1.2967 1.5180
H: -0.6246 2.6372 0.9451
H: 0.4712 3.0616 2.2930
H: 0.7569 4.6880 0.4897
H: 0.9638 4.1331 -1.7632
H: 0.3804 2.5234 -1.3173
H: 2.6148 1.6633 -1.1293
H: 2.8994 2.8660 -2.4003
H: 3.6189 4.5311 -0.7993
H: 4.2994 3.0609 -0.0548
H: 3.2622 -0.3367 1.0871
H: 3.4223 -5.7442 -0.3499
H: 0.9813 -4.9567 -0.8012
H: -3.1695 -0.1795 2.1204
H: -5.4737 0.5903 1.6206
H: -6.5739 -0.1283 -0.4692
H: -5.3859 -1.6088 -2.0388
H: -3.1088 -2.3603 -1.5511

## Properties
Spin multiplicity: 1
ΔE to the lowest compared entry with this formula, charge and spin in eV: 0.785
SMILES: O=C(Cn1c(C(=O)NC[C@@H]2CCCO2)cc2sccc21)c1ccccc1
E_tot in Ha: -1507.56007
LUMO level in eV: 0.5
Frontier orbital gap in eV: 8.442

***

No. 3
DFT (wB97M-V/def2-TZVPD) results for C32H25CdN7O3S2 as an isolated structure.

Geometry (Å):
Cd: 0.0803 0.0735 -0.3455
C: 0.4488 -3.1296 -3.5062
C: 0.4519 -1.9029 -2.8291
N: 0.2465 -1.8097 -1.5344
C: -0.0190 -2.9088 -0.8059
C: -0.0617 -4.1984 -1.4112
C: 0.2097 -4.2739 -2.7944
C: -0.4282 -5.3163 -0.6465
C: -0.8522 -5.1334 0.6491
C: -0.8316 -3.8834 1.2525
C: -0.3508 -2.7467 0.5944
N: -0.2953 -1.4924 1.0836
C: -0.6137 -1.0937 2.3384
C: -0.4713 -1.8265 3.5182
C: -0.9461 -1.3545 4.7391
C: -1.5724 -0.1356 4.8424
C: -1.6568 0.6967 3.7109
C: -2.2554 1.9751 3.7311
C: -2.2262 2.7580 2.6074
C: -1.5745 2.2731 1.4648
N: -1.0659 1.0653 1.3959
C: -1.1214 0.2529 2.4673
H: 0.6085 -3.1584 -4.5743
H: 0.6301 -0.9775 -3.3623
H: 0.1813 -5.2399 -3.2830
H: -0.4329 -6.2953 -1.0994
H: -1.2210 -5.9782 1.2155
H: -1.2497 -3.7821 2.2394
H: 0.0214 -2.7849 3.4887
H: -0.8428 -1.9774 5.6196
H: -2.0013 0.1941 5.7784
H: -2.7288 2.3310 4.6366
H: -2.6787 3.7385 2.5914
H: -1.4684 2.8978 0.5865
N: 1.4096 3.2458 1.0208
C: 2.0696 2.1403 1.3597
N: 1.9398 0.9672 0.8325
C: 2.7991 0.0491 1.3828
C: 2.9549 -1.2684 0.9660
C: 3.8968 -2.0614 1.5921
C: 4.6938 -1.5604 2.6171
C: 4.5594 -0.2505 3.0426
C: 3.6157 0.5434 2.4182
S: 3.2596 2.2311 2.6833
H: 0.9033 3.3192 0.1365
H: 1.6766 4.1106 1.4583
H: 2.3497 -1.6362 0.1507
H: 4.0226 -3.0871 1.2760
H: 5.4350 -2.1959 3.0806
H: 5.1838 0.1450 3.8285
O: -2.3659 0.2319 -1.5161
C: -1.8263 1.2262 -1.9848
N: -0.5562 1.5495 -1.7322
S: -0.1092 2.9554 -2.3884
O: 0.1108 3.9338 -1.3402
O: 0.9955 2.8035 -3.3016
C: -1.6384 3.2446 -3.2571
C: -1.9828 4.1991 -4.1817
C: -3.2331 4.1003 -4.7811
C: -4.0999 3.0739 -4.4327
C: -3.7357 2.1093 -3.5022
C: -2.4809 2.1975 -2.9195
H: -1.2835 4.9785 -4.4383
H: -3.5219 4.8224 -5.5312
H: -5.0710 3.0207 -4.9004
H: -4.3912 1.2932 -3.2422
N: 2.4249 0.5416 -2.0372
H: 2.0384 1.2945 -2.6071
H: 2.9117 -0.0880 -2.6665
H: 3.1329 0.9638 -1.4441

## Properties
Spin multiplicity: 1
ΔE to the lowest compared entry with this formula, charge and spin in eV: 0.314
E_tot in Ha: -2807.69853
LUMO level in eV: 0.2
Frontier orbital gap in eV: 6.630

***

No. 4
DFT (wB97M-V/def2-TZVPD) results for one molecule with the formula C5H4.

Geometry (Å):
C: 0.7304 -1.1092 1.9628
C: 0.0762 -0.8084 0.9769
C: -0.5899 -0.3834 -0.2721
C: -0.0234 0.7446 -1.0072
C: 0.3726 1.7443 -1.5484
H: 1.1258 -1.4570 2.9444
H: -1.6589 -0.0846 -0.0129
H: -0.7703 -1.2625 -1.0081
H: 0.7375 2.6164 -2.0354

## Properties
Spin multiplicity: 1
ΔE to the lowest compared entry with this formula, charge and spin in eV: 0.641
SMILES: C#CCC#C
E_tot in Ha: -192.77057
LUMO level in eV: 1.0
Frontier orbital gap in eV: 10.881